Here is C66H64F3N6PbSb as an isolated structure from the Open Molecules 2025 dataset. Energies are from ωB97M-V/def2-TZVPD.

Computed properties:
- Total charge: +2
- HOMO level (spin up / spin down): -12.4 / -12.4 eV
- Calculated total energy: -98343.6935 eV

The geometry in XYZ format:
```
141
Properties=species:S:1:pos:R:3:forces:R:3
Pb 0.262886 0.182162 -0.148984 0.7 0.8 -0.1
C -0.734484 -3.562837 5.340442 0.0 0.1 0.0
C -0.126907 -2.159693 5.174207 -0.2 -0.2 -0.2
C -0.673679 -1.410634 3.996455 0.3 0.0 0.0
C -1.687575 -0.517278 3.955940 -0.2 -0.1 -0.1
C -2.643908 -0.142330 5.041541 -0.3 -0.2 -0.2
C -3.934459 -0.979581 4.967739 0.1 0.1 0.0
C -1.752995 -0.025218 2.568784 -0.4 0.6 0.0
N -0.767435 -0.645966 1.814056 0.1 -0.6 0.2
C -0.150162 -1.495853 2.624748 -0.4 0.2 -0.1
C 0.814847 -2.470735 2.180602 0.3 -0.2 -0.3
C 1.121243 -2.806851 0.891915 -0.1 0.1 0.7
C 1.958243 -3.940927 0.470590 0.2 0.1 0.2
C 2.832093 -4.736182 1.388446 0.0 0.1 0.0
C 4.068974 -3.925481 1.817646 -0.1 0.0 0.0
C 1.863881 -3.998153 -0.874765 0.0 -0.1 -0.2
C 1.016668 -2.862418 -1.282738 0.1 0.2 0.5
C 0.741234 -2.518467 -2.652607 -0.1 0.3 -0.4
C 0.055651 -1.439282 -3.129549 0.3 -0.5 0.0
N -0.579326 -0.498621 -2.323332 -0.7 0.1 -0.3
C -1.271642 0.282493 -3.135643 0.4 -0.4 0.1
C -2.198724 1.286910 -2.687634 -0.3 0.3 0.4
C -2.585037 1.562776 -1.403903 0.0 0.0 -0.7
N -2.043033 0.983815 -0.264763 -0.5 -0.4 0.4
C -2.816283 1.353621 0.743629 0.2 0.1 -0.4
C -2.640899 0.901422 2.098259 0.1 -0.5 0.3
C -3.888325 2.260770 0.303830 -0.1 0.1 0.2
C -3.728275 2.415146 -1.027322 0.1 0.1 -0.1
C -4.532600 3.253145 -1.971134 -0.1 -0.3 -0.1
C -5.630060 2.445339 -2.689275 0.1 0.0 0.1
C -4.903857 2.927313 1.185228 0.2 0.1 0.0
C -4.395778 4.278546 1.716573 0.0 -0.1 0.0
C -1.045507 -0.078089 -4.552977 -0.2 0.2 0.0
C -0.221959 -1.144075 -4.548143 0.2 -0.1 0.1
C 0.407495 -1.855810 -5.703468 0.1 0.1 0.1
C 1.842598 -1.363728 -5.955087 0.0 0.0 0.0
C -1.610855 0.674048 -5.715643 0.1 0.1 0.1
C -0.875826 2.004925 -5.948116 0.0 -0.1 0.0
N 0.600456 -2.170908 -0.231571 -0.1 -0.4 -0.5
C 2.522597 -4.954848 -1.820555 0.1 0.2 0.0
C 3.819415 -4.382593 -2.416077 -0.1 0.0 0.0
H -0.252743 -4.091499 6.162756 0.0 0.0 0.0
H -0.614191 -4.161825 4.433323 0.0 0.0 0.1
H -1.801144 -3.498963 5.559568 0.0 0.0 0.0
H 0.958301 -2.240119 5.075839 0.0 0.0 0.0
H -0.314505 -1.577454 6.076295 0.0 0.0 0.0
H -2.895569 0.918618 4.974896 0.0 -0.2 0.0
H -2.167952 -0.297265 6.010930 0.0 0.0 0.0
H -4.449719 -0.826250 4.016229 0.0 0.0 0.1
H -4.613732 -0.696689 5.771777 0.0 0.0 0.0
H -3.715600 -2.043384 5.062359 0.0 0.0 0.0
H 1.261311 -3.079452 2.959903 0.0 0.1 -0.1
H 3.154907 -5.645393 0.883041 0.0 0.0 0.0
H 2.270523 -5.045786 2.273622 0.0 0.0 0.0
H 4.672444 -3.657508 0.947374 0.0 0.0 0.0
H 4.691865 -4.507815 2.498011 -0.1 0.0 0.0
H 3.782816 -2.998244 2.321126 0.0 -0.1 0.0
H 1.128395 -3.208263 -3.393875 0.0 0.0 0.0
H -2.734692 1.812861 -3.469419 0.0 0.0 0.0
H -3.341506 1.304070 2.820453 0.0 0.0 0.0
H -3.867449 3.711634 -2.706634 0.0 0.0 0.0
H -4.995198 4.068295 -1.415124 0.0 0.0 0.0
H -5.220635 1.559792 -3.182363 0.0 0.1 0.0
H -6.120755 3.060259 -3.444557 0.0 0.0 0.1
H -6.389356 2.109595 -1.979908 0.1 0.0 0.0
H -5.165284 2.279851 2.024015 -0.1 0.0 0.0
H -5.815722 3.076959 0.609201 -0.1 0.0 0.0
H -3.550519 4.139622 2.395957 -0.1 0.0 -0.1
H -5.184534 4.805843 2.255558 0.0 -0.1 0.0
H -4.060109 4.913368 0.894227 0.0 0.0 0.0
H -0.192997 -1.695122 -6.597380 0.0 0.0 0.0
H 0.419083 -2.932523 -5.519462 -0.1 0.0 0.0
H 1.850786 -0.294728 -6.176803 0.0 -0.1 0.0
H 2.284445 -1.890132 -6.802326 0.0 0.0 0.1
H 2.477081 -1.531315 -5.079746 0.0 0.0 -0.1
H -2.673867 0.866196 -5.549932 0.0 0.0 0.0
H -1.541920 0.058965 -6.611335 0.0 0.0 0.0
H -0.890031 2.631641 -5.051256 0.0 0.0 -0.1
H -1.340999 2.563674 -6.760532 0.0 0.0 0.0
H 0.168536 1.826742 -6.210825 0.0 0.0 0.0
H 1.830349 -5.214554 -2.624698 0.0 0.0 0.0
H 2.744819 -5.880627 -1.291731 0.0 0.0 0.0
H 3.642758 -3.419161 -2.907938 0.0 -0.1 0.0
H 4.237354 -5.065052 -3.157932 0.0 0.0 0.1
H 4.567151 -4.233538 -1.633276 0.0 0.0 -0.1
C 5.259238 -0.705054 -0.908783 0.0 0.0 -0.1
C 3.878597 -0.739320 -0.769555 -0.1 0.2 0.1
N 3.211232 0.022963 0.094509 0.2 -0.3 0.1
C 3.911087 0.884690 0.846258 -0.2 0.0 0.1
C 5.281424 1.062982 0.706443 0.2 0.2 0.1
C 5.962068 0.222935 -0.169029 0.1 0.0 0.0
C 5.973784 2.262308 1.281666 -0.2 0.2 -0.2
C 5.231361 3.020425 2.409201 -0.3 0.1 -0.2
C 3.874286 2.493964 2.818128 0.5 0.1 -0.3
C 3.186721 3.159157 3.747900 -0.2 0.1 0.3
C 1.727297 3.143040 3.809509 0.2 0.0 0.0
C 1.058914 2.549655 2.552209 -0.2 0.3 -0.1
N 1.879428 1.794296 1.666145 -0.5 -0.1 0.2
C 3.142102 1.695678 1.839331 0.2 0.1 -0.2
H 5.758506 -1.364885 -1.610107 -0.1 0.1 0.1
H 3.288068 -1.403613 -1.390189 0.0 -0.1 0.0
H 7.036554 0.332246 -0.290369 -0.1 0.0 0.0
H 7.016557 2.041086 1.495908 0.1 0.1 0.0
H 5.851576 3.222877 3.279185 0.0 0.0 0.0
H 3.702428 3.903388 4.349039 0.0 0.0 0.0
H 1.281720 4.024442 4.252921 0.0 0.0 0.0
H -0.764941 2.586143 1.412194 0.0 0.0 0.1
F -0.887875 9.913897 -0.459410 0.0 0.0 0.0
C -0.488890 8.637873 -0.398882 -0.1 0.1 0.0
C 0.270354 8.230649 0.680697 0.1 -0.1 0.2
C 0.670806 6.903442 0.744670 -0.1 0.1 -0.2
C 0.305160 5.994029 -0.253212 0.0 0.0 0.2
C -0.452000 6.449518 -1.332075 0.0 0.0 0.1
C -0.850223 7.779524 -1.415551 0.0 -0.1 -0.1
Sb 0.852096 3.937068 -0.198228 0.0 0.1 -0.1
C -0.035598 3.314735 1.784096 0.7 0.1 -0.1
C -0.776734 4.388597 2.529075 0.1 -0.3 -0.2
C -1.320208 4.255584 3.737419 -0.2 -0.2 0.2
C -1.298016 3.057211 4.577064 -0.1 0.4 -0.1
F -2.365960 3.024407 5.421483 0.0 0.1 -0.1
C -0.445136 2.046297 4.636239 0.7 -0.2 0.1
C 0.846975 1.921701 3.905061 -0.4 0.0 0.1
C 2.992233 4.139992 0.083253 0.0 -0.1 -0.2
C 3.626126 4.630124 1.150349 0.2 -0.1 0.1
C 5.072676 4.296060 1.459950 -0.1 -0.1 0.0
C 5.841091 3.541282 0.345636 0.0 -0.2 0.2
F 7.091907 4.088635 0.094327 -0.2 -0.1 0.0
C 5.108980 3.355558 -0.942217 0.1 0.0 0.1
C 3.793219 3.543300 -1.022371 -0.1 0.1 0.1
H 0.535173 8.946053 1.450702 0.0 0.0 -0.1
H 1.280325 6.584849 1.582097 0.0 0.0 0.0
H -0.731866 5.766012 -2.128226 0.0 0.0 0.0
H -1.429003 8.152775 -2.251943 0.0 0.0 0.1
H -0.949610 5.326737 2.016396 0.1 0.1 0.0
H -1.912447 5.071532 4.139524 0.1 0.0 0.0
H -0.672928 1.261951 5.351356 0.2 0.3 0.0
H 1.362339 0.974128 4.031501 -0.1 0.0 0.0
H 3.098247 5.203720 1.906446 0.0 -0.1 0.0
H 5.618832 5.165009 1.826489 0.1 0.0 0.0
H 5.701255 3.029681 -1.794465 -0.1 0.0 0.1
H 3.285807 3.339570 -1.962317 0.0 0.0 0.1
```
Forces are in eV/Å.

Here are the Löwdin charges for atoms 1 to 99, given in e: atom 1 (Pb): 1.40, atom 2 (C): -0.06, atom 3 (C): -0.18, atom 4 (C): -0.11, atom 5 (C): -0.13, atom 6 (C): -0.18, atom 7 (C): -0.05, atom 8 (C): -0.18, atom 9 (N): 0.02, atom 10 (C): -0.17, atom 11 (C): 0.11, atom 12 (C): -0.19, atom 13 (C): -0.10, atom 14 (C): -0.16, atom 15 (C): -0.06, atom 16 (C): -0.11, atom 17 (C): -0.19, atom 18 (C): 0.10, atom 19 (C): -0.18, atom 20 (N): 0.00, atom 21 (C): -0.17, atom 22 (C): 0.11, atom 23 (C): -0.19, atom 24 (N): 0.01, atom 25 (C): -0.18, atom 26 (C): 0.11, atom 27 (C): -0.10, atom 28 (C): -0.11, atom 29 (C): -0.17, atom 30 (C): -0.07, atom 31 (C): -0.17, atom 32 (C): -0.06, atom 33 (C): -0.11, atom 34 (C): -0.11, atom 35 (C): -0.17, atom 36 (C): -0.06, atom 37 (C): -0.17, atom 38 (C): -0.07, atom 39 (N): 0.01, atom 40 (C): -0.17, atom 41 (C): -0.07, atom 42 (H): 0.08, atom 43 (H): 0.08, atom 44 (H): 0.07, atom 45 (H): 0.11, atom 46 (H): 0.11, atom 47 (H): 0.09, atom 48 (H): 0.12, atom 49 (H): 0.08, atom 50 (H): 0.09, atom 51 (H): 0.07, atom 52 (H): 0.12, atom 53 (H): 0.11, atom 54 (H): 0.12, atom 55 (H): 0.07, atom 56 (H): 0.08, atom 57 (H): 0.07, atom 58 (H): 0.12, atom 59 (H): 0.12, atom 60 (H): 0.13, atom 61 (H): 0.12, atom 62 (H): 0.11, atom 63 (H): 0.07, atom 64 (H): 0.08, atom 65 (H): 0.08, atom 66 (H): 0.11, atom 67 (H): 0.12, atom 68 (H): 0.05, atom 69 (H): 0.09, atom 70 (H): 0.08, atom 71 (H): 0.11, atom 72 (H): 0.11, atom 73 (H): 0.08, atom 74 (H): 0.08, atom 75 (H): 0.07, atom 76 (H): 0.11, atom 77 (H): 0.11, atom 78 (H): 0.07, atom 79 (H): 0.08, atom 80 (H): 0.08, atom 81 (H): 0.12, atom 82 (H): 0.11, atom 83 (H): 0.06, atom 84 (H): 0.08, atom 85 (H): 0.07, atom 86 (C): -0.02, atom 87 (C): -0.13, atom 88 (N): 0.07, atom 89 (C): -0.15, atom 90 (C): -0.11, atom 91 (C): 0.02, atom 92 (C): -0.08, atom 93 (C): -0.10, atom 94 (C): -0.11, atom 95 (C): 0.04, atom 96 (C): -0.10, atom 97 (C): -0.38, atom 98 (N): 0.06, atom 99 (C): -0.16